Record 1
{"formula": "C90H75F15", "method": "ωB97M-V/def2-TZVPD", "symbols": ["F", "C", "C", "C", "C", "C", "C", "H", "H", "H", "H", "H", "F", "C", "C", "C", "C", "C", "C", "H", "H", "H", "H", "H", "F", "C", "C", "C", "C", "C", "C", "H", "H", "H", "H", "H", "F", "C", "C", "C", "C", "C", "C", "H", "H", "H", "H", "H", "F", "C", "C", "C", "C", "C", "C", "H", "H", "H", "H", "H", "F", "C", "C", "C", "C", "C", "C", "H", "H", "H", "H", "H", "F", "C", "C", "C", "C", "C", "C", "H", "H", "H", "H", "H", "F", "C", "C", "C", "C", "C", "C", "H", "H", "H", "H", "H", "F", "C", "C", "C", "C", "C", "C", "H", "H", "H", "H", "H", "F", "C", "C", "C", "C", "C", "C", "H", "H", "H", "H", "H", "F", "C", "C", "C", "C", "C", "C", "H", "H", "H", "H", "H", "F", "C", "C", "C", "C", "C", "C", "H", "H", "H", "H", "H", "F", "C", "C", "C", "C", "C", "C", "H", "H", "H", "H", "H", "F", "C", "C", "C", "C", "C", "C", "H", "H", "H", "H", "H", "F", "C", "C", "C", "C", "C", "C", "H", "H", "H", "H", "H"], "coordinates": [[2.45, -21.38, -13.06], [3.10, -22.28, -12.27], [4.02, -21.79, -11.35], [4.62, -22.78, -10.56], [4.24, -24.09, -10.67], [3.35, -24.53, -11.63], [2.70, -23.57, -12.45], [4.15, -20.74, -11.24], [5.39, -22.55, -9.79], [4.65, -24.84, -10.01], [3.18, -25.55, -11.79], [2.09, -23.97, -13.21], [-2.57, -21.09, -15.66], [-2.41, -21.89, -14.61], [-1.52, -21.60, -13.62], [-1.29, -22.59, -12.73], [-1.89, -23.81, -12.84], [-2.91, -24.06, -13.75], [-3.11, -23.07, -14.67], [-0.92, -20.74, -13.56], [-0.52, -22.44, -11.96], [-1.70, -24.70, -12.27], [-3.48, -24.99, -13.80], [-3.67, -23.43, -15.60], [-3.31, -27.87, -20.54], [-2.97, -27.26, -19.35], [-2.19, -26.18, -19.32], [-1.90, -25.61, -18.06], [-2.44, -26.19, -16.93], [-3.21, -27.43, -17.00], [-3.43, -28.03, -18.21], [-2.01, -25.73, -20.29], [-1.28, -24.75, -17.91], [-2.27, -25.73, -15.92], [-3.67, -27.80, -16.08], [-4.06, -28.92, -18.37], [-0.43, -17.49, -14.35], [-1.77, -17.46, -14.51], [-2.25, -17.29, -15.82], [-3.66, -17.15, -16.00], [-4.49, -17.40, -14.94], [-3.99, -17.83, -13.68], [-2.64, -17.84, -13.49], [-1.59, -17.04, -16.64], [-4.03, -16.74, -16.89], [-5.57, -17.40, -15.11], [-4.67, -17.96, -12.86], [-2.08, -17.97, -12.51], [-3.49, -27.22, -13.84], [-4.04, -27.94, -12.83], [-3.18, -28.46, -11.89], [-3.60, -29.28, -10.83], [-5.01, -29.50, -10.78], [-5.85, -28.97, -11.73], [-5.40, -28.17, -12.78], [-2.11, -28.35, -12.04], [-2.96, -29.78, -10.13], [-5.47, -30.02, -9.95], [-6.88, -29.21, -11.75], [-6.04, -27.70, -13.49], [-6.23, -31.08, -14.91], [-4.86, -31.15, -14.80], [-4.12, -31.04, -15.98], [-2.69, -31.08, -15.82], [-2.09, -31.22, -14.58], [-2.92, -31.47, -13.47], [-4.29, -31.44, -13.56], [-4.52, -30.84, -16.96], [-2.08, -30.79, -16.68], [-1.03, -31.21, -14.56], [-2.56, -31.67, -12.49], [-4.93, -31.56, -12.73], [-8.13, -19.70, -10.58], [-7.34, -20.06, -11.60], [-6.09, -20.68, -11.31], [-5.31, -21.08, -12.35], [-5.77, -20.86, -13.66], [-6.96, -20.21, -13.90], [-7.76, -19.80, -12.87], [-5.87, -20.85, -10.32], [-4.41, -21.69, -12.17], [-5.16, -21.20, -14.46], [-7.33, -20.00, -14.87], [-8.74, -19.35, -12.99], [-1.73, -20.05, -10.69], [-2.14, -19.96, -9.41], [-1.25, -20.28, -8.43], [-1.64, -20.40, -7.15], [-3.02, -20.11, -6.81], [-3.86, -19.73, -7.84], [-3.40, -19.65, -9.11], [-0.23, -20.50, -8.76], [-0.87, -20.59, -6.35], [-3.45, -20.10, -5.78], [-4.86, -19.37, -7.71], [-4.07, -19.27, -9.89], [0.89, -22.47, -9.81], [0.44, -23.05, -8.71], [1.35, -23.15, -7.64], [0.90, -23.72, -6.50], [-0.41, -24.15, -6.41], [-1.33, -23.97, -7.44], [-0.89, -23.39, -8.65], [2.43, -22.89, -7.90], [1.56, -23.89, -5.65], [-0.73, -24.58, -5.52], [-2.37, -24.32, -7.36], [-1.55, -23.34, -9.53], [-1.12, -25.92, -10.40], [-0.13, -26.59, -9.72], [-0.60, -27.68, -8.97], [0.21, -28.39, -8.13], [1.58, -27.96, -7.94], [1.97, -26.89, -8.73], [1.17, -26.20, -9.65], [-1.59, -28.01, -9.14], [-0.23, -29.22, -7.61], [2.21, -28.52, -7.29], [2.98, -26.65, -8.68], [1.60, -25.40, -10.21], [1.72, -30.25, -13.32], [1.43, -29.05, -13.82], [1.82, -28.79, -15.11], [1.44, -27.56, -15.66], [0.84, -26.57, -14.89], [0.48, -26.88, -13.57], [0.76, -28.11, -13.02], [2.41, -29.44, -15.69], [1.78, -27.32, -16.68], [0.61, -25.62, -15.31], [-0.04, -26.15, -12.90], [0.59, -28.32, -11.96], [1.93, -23.93, -17.59], [1.59, -22.66, -17.79], [2.05, -21.71, -16.90], [1.76, -20.33, -17.09], [1.11, -19.99, -18.24], [0.76, -20.95, -19.21], [1.03, -22.29, -18.97], [2.39, -22.06, -15.95], [2.13, -19.57, -16.37], [0.74, -18.97, -18.30], [0.32, -20.65, -20.15], [0.78, -23.05, -19.69], [-6.61, -23.19, -6.64], [-5.79, -23.79, -7.51], [-5.82, -25.17, -7.64], [-5.24, -25.74, -8.78], [-4.50, -25.05, -9.74], [-4.41, -23.69, -9.50], [-5.03, -23.04, -8.42], [-6.54, -25.67, -6.97], [-5.35, -26.77, -8.97], [-4.12, -25.57, -10.62], [-3.81, -23.01, -10.16], [-4.94, -21.99, -8.34], [-7.95, -19.79, -18.15], [-6.76, -20.49, -18.24], [-5.59, -19.76, -18.27], [-4.40, -20.41, -18.50], [-4.41, -21.80, -18.63], [-5.57, -22.50, -18.49], [-6.78, -21.88, -18.17], [-5.61, -18.68, -18.16], [-3.46, -19.84, -18.46], [-3.50, -22.28, -18.80], [-5.54, -23.60, -18.66], [-7.75, -22.50, -18.17], [-10.00, -26.62, -14.46], [-9.18, -25.79, -13.80], [-8.97, -24.54, -14.35], [-8.11, -23.67, -13.62], [-7.41, -24.04, -12.54], [-7.61, -25.32, -12.05], [-8.44, -26.24, -12.69], [-9.48, -24.23, -15.23], [-8.08, -22.64, -14.00], [-6.82, -23.38, -11.95], [-7.17, -25.62, -11.09], [-8.71, -27.15, -12.24]], "e_lumo_ev": 0.45, "de_lowest_kj_mol": 262.5, "multiplicity": 1}



Record 2
{"formula": "C91H199N11O13", "method": "ωB97M-V/def2-TZVPD", "symbols": ["C", "C", "C", "C", "C", "C", "C", "C", "C", "N", "O", "H", "H", "H", "H", "H", "H", "H", "H", "H", "H", "H", "H", "H", "H", "H", "H", "H", "H", "H", "C", "C", "C", "C", "C", "C", "C", "C", "C", "N", "O", "H", "H", "H", "H", "H", "H", "H", "H", "H", "H", "H", "H", "H", "H", "H", "H", "H", "H", "H", "C", "C", "C", "C", "C", "C", "C", "C", "C", "N", "O", "H", "H", "H", "H", "H", "H", "H", "H", "H", "H", "H", "H", "H", "H", "H", "H", "H", "H", "H", "C", "C", "C", "C", "C", "C", "C", "C", "C", "N", "O", "H", "H", "H", "H", "H", "H", "H", "H", "H", "H", "H", "H", "H", "H", "H", "H", "H", "H", "H", "C", "C", "C", "C", "C", "C", "C", "C", "C", "N", "O", "H", "H", "H", "H", "H", "H", "H", "H", "H", "H", "H", "H", "H", "H", "H", "H", "H", "H", "H", "C", "C", "C", "C", "C", "C", "C", "C", "C", "N", "O", "H", "H", "H", "H", "H", "H", "H", "H", "H", "H", "H", "H", "H", "H", "H", "H", "H", "H", "H", "C", "C", "C", "C", "C", "C", "C", "C", "C", "N", "O", "H", "H", "H", "H", "H", "H", "H", "H", "H", "H", "H", "H", "H", "H", "H", "H", "H", "H", "H", "C", "C", "C", "C", "C", "C", "C", "C", "C", "N", "O", "H", "H", "H", "H", "H", "H", "H", "H", "H", "H", "H", "H", "H", "H", "H", "H", "H", "H", "H", "C", "C", "C", "C", "C", "C", "C", "C", "C", "N", "O", "H", "H", "H", "H", "H", "H", "H", "H", "H", "H", "H", "H", "H", "H", "H", "H", "H", "H", "H", "C", "O", "C", "C", "C", "N", "H", "H", "H", "H", "H", "H", "H", "H", "H", "H", "H", "C", "O", "C", "C", "C", "N", "H", "H", "H", "H", "H", "H", "H", "H", "H", "H", "H", "O", "C", "C", "O", "H", "H", "H", "H", "H", "H"], "coordinates": [[-4.86, -4.27, 1.33], [-6.07, -4.76, 0.50], [-6.07, -6.33, 0.44], [-7.35, -4.14, 1.10], [-8.54, -4.34, 0.16], [-8.34, -3.84, -1.24], [-6.98, -4.34, -1.87], [-7.15, -5.68, -2.60], [-6.63, -3.42, -3.04], [-5.94, -4.21, -0.84], [-4.68, -4.65, -1.30], [-4.81, -3.20, 1.29], [-4.99, -4.53, 2.42], [-3.91, -4.73, 0.98], [-5.12, -6.67, -0.05], [-6.13, -6.73, 1.47], [-6.93, -6.89, -0.03], [-7.52, -4.54, 2.11], [-7.12, -3.08, 1.19], [-8.79, -5.42, 0.15], [-9.34, -3.81, 0.66], [-8.49, -2.76, -1.27], [-9.05, -4.23, -1.98], [-6.18, -6.12, -2.94], [-7.78, -5.48, -3.48], [-7.63, -6.46, -2.03], [-5.85, -3.89, -3.67], [-6.39, -2.42, -2.62], [-7.53, -3.40, -3.68], [-4.77, -5.61, -1.52], [-3.09, -0.15, 3.97], [-3.04, 1.33, 4.38], [-2.94, 1.33, 5.88], [-1.94, 2.12, 3.74], [-2.10, 2.47, 2.26], [-3.41, 3.18, 2.12], [-4.71, 2.42, 2.74], [-6.01, 3.25, 2.73], [-4.99, 1.17, 1.81], [-4.36, 2.07, 4.11], [-5.44, 1.23, 4.56], [-3.29, -0.22, 2.89], [-2.11, -0.56, 4.21], [-3.89, -0.63, 4.54], [-2.79, 2.33, 6.35], [-3.71, 0.80, 6.38], [-2.03, 0.77, 6.17], [-1.92, 3.17, 4.23], [-1.08, 1.54, 4.07], [-1.33, 3.16, 1.95], [-2.13, 1.67, 1.53], [-3.54, 3.32, 1.04], [-3.44, 4.13, 2.63], [-6.00, 4.03, 3.53], [-6.80, 2.61, 3.07], [-6.18, 3.65, 1.72], [-4.14, 0.73, 1.36], [-5.50, 1.56, 0.93], [-5.56, 0.50, 2.36], [-5.84, 1.77, 5.28], [-5.60, 6.42, -3.90], [-5.62, 5.66, -5.26], [-7.02, 5.74, -5.86], [-4.57, 6.38, -6.13], [-3.13, 6.12, -5.83], [-2.95, 4.59, -6.06], [-3.84, 3.79, -5.04], [-3.70, 2.36, -5.48], [-3.45, 3.96, -3.56], [-5.28, 4.23, -5.27], [-5.97, 3.51, -4.26], [-6.10, 6.03, -3.03], [-4.64, 6.61, -3.53], [-6.03, 7.43, -4.08], [-7.76, 5.28, -5.21], [-7.33, 6.79, -5.99], [-7.21, 5.33, -6.87], [-4.78, 6.01, -7.17], [-4.79, 7.47, -6.18], [-2.55, 6.67, -6.55], [-2.75, 6.35, -4.79], [-1.95, 4.20, -6.01], [-3.40, 4.38, -7.05], [-2.61, 2.16, -5.58], [-4.16, 2.30, -6.43], [-4.10, 1.68, -4.69], [-3.52, 4.97, -3.28], [-2.33, 3.70, -3.48], [-3.96, 3.39, -2.79], [-6.51, 2.92, -4.73], [3.54, -3.30, -1.36], [5.00, -3.32, -1.84], [4.97, -3.44, -3.33], [5.73, -2.05, -1.36], [5.82, -2.06, 0.14], [6.69, -3.21, 0.59], [6.13, -4.52, 0.14], [7.17, -5.65, 0.40], [4.92, -4.96, 1.03], [5.84, -4.45, -1.35], [5.28, -5.69, -1.75], [2.95, -2.62, -2.07], [3.17, -4.33, -1.27], [3.53, -2.92, -0.36], [5.90, -3.78, -3.65], [4.27, -4.26, -3.58], [4.73, -2.50, -3.84], [6.77, -1.99, -1.85], [5.03, -1.29, -1.72], [6.39, -1.20, 0.50], [4.77, -1.97, 0.53], [6.86, -3.26, 1.67], [7.71, -3.03, 0.21], [8.01, -5.47, -0.25], [6.66, -6.56, 0.21], [7.55, -5.54, 1.43], [4.51, -5.89, 0.67], [4.14, -4.15, 1.01], [5.25, -5.10, 2.10], [6.00, -6.23, -2.03], [0.09, -8.42, 5.09], [-0.38, -7.71, 3.72], [-1.91, -7.77, 3.41], [0.14, -6.22, 3.81], [0.01, -5.54, 2.46], [0.92, -6.24, 1.42], [0.56, -7.77, 1.29], [-0.76, -7.83, 0.41], [1.67, -8.43, 0.50], [0.38, -8.35, 2.65], [-0.27, -9.64, 2.32], [-0.14, -7.93, 6.06], [-0.43, -9.34, 5.26], [1.15, -8.50, 5.02], [-2.29, -8.74, 3.61], [-2.42, -7.06, 4.07], [-2.10, -7.49, 2.39], [-0.44, -5.67, 4.56], [1.21, -6.28, 4.10], [-1.09, -5.47, 2.16], [0.42, -4.50, 2.46], [1.93, -6.00, 1.77], [0.77, -5.91, 0.35], [-1.24, -8.83, 0.54], [-0.50, -7.74, -0.66], [-1.37, -6.99, 0.74], [1.94, -7.73, -0.29], [1.33, -9.39, -0.01], [2.59, -8.56, 1.05], [0.24, -10.30, 2.80], [4.86, 0.62, -3.91], [4.28, 1.40, -5.11], [5.27, 2.57, -5.36], [4.15, 0.50, -6.33], [3.33, 1.08, -7.43], [1.95, 1.45, -6.97], [1.93, 2.36, -5.71], [2.36, 3.72, -6.20], [0.48, 2.44, -5.26], [2.87, 1.81, -4.69], [2.99, 2.79, -3.68], [5.13, 1.36, -3.15], [4.10, -0.12, -3.59], [5.72, 0.12, -4.33], [6.31, 2.29, -5.34], [5.00, 3.10, -6.31], [5.18, 3.29, -4.58], [5.16, 0.37, -6.69], [3.75, -0.44, -5.94], [3.78, 1.95, -7.87], [3.23, 0.32, -8.23], [1.32, 0.56, -6.72], [1.46, 1.95, -7.79], [3.08, 3.63, -6.99], [2.78, 4.34, -5.40], [1.55, 4.22, -6.63], [0.07, 1.44, -4.98], [-0.19, 2.81, -6.02], [0.36, 3.11, -4.39], [2.49, 2.37, -2.98], [-3.27, 0.35, -1.68], [-2.66, -0.84, -2.34], [-3.75, -1.59, -3.17], [-1.57, -0.30, -3.25], [-0.70, -1.44, -3.86], [-0.07, -2.23, -2.74], [-1.14, -2.83, -1.71], [-1.83, -4.07, -2.39], [-0.43, -3.45, -0.49], [-2.00, -1.72, -1.33], [-3.03, -2.12, -0.41], [-3.79, 0.88, -2.50], [-4.04, 0.10, -0.94], [-2.43, 0.98, -1.32], [-3.48, -2.30, -3.90], [-4.53, -2.10, -2.49], [-4.38, -0.94, -3.74], [-1.98, 0.34, -4.12], [-0.91, 0.43, -2.74], [-1.37, -1.98, -4.52], [0.07, -0.95, -4.46], [0.64, -1.71, -2.15], [0.47, -3.13, -3.17], [-1.04, -4.80, -2.53], [-2.27, -3.92, -3.38], [-2.61, -4.47, -1.74], [-1.08, -4.13, 0.10], [-0.19, -2.63, 0.20], [0.56, -3.89, -0.71], [-3.53, -2.90, -0.66], [0.29, 7.72, -1.84], [0.78, 6.23, -1.98], [-0.47, 5.36, -2.19], [1.74, 6.05, -3.14], [3.22, 6.43, -2.83], [3.69, 5.72, -1.54], [2.72, 5.99, -0.35], [3.15, 5.02, 0.84], [3.01, 7.46, 0.10], [1.36, 5.66, -0.72], [0.57, 5.89, 0.42], [-0.20, 7.89, -2.79], [-0.38, 7.83, -1.01], [1.14, 8.40, -1.60], [-0.79, 5.59, -3.16], [-0.22, 4.29, -2.08], [-1.35, 5.44, -1.57], [1.84, 4.96, -3.31], [1.38, 6.54, -4.02], [3.82, 6.10, -3.70], [3.40, 7.47, -2.65], [4.68, 6.05, -1.30], [3.75, 4.62, -1.74], [3.20, 3.96, 0.58], [2.48, 5.21, 1.69], [4.19, 5.24, 1.10], [4.10, 7.44, 0.33], [2.52, 7.76, 1.03], [2.92, 8.25, -0.65], [0.57, 6.89, 0.48], [-0.06, -2.02, 6.90], [1.24, -1.81, 6.12], [2.36, -1.87, 7.19], [1.38, -2.92, 5.10], [2.54, -2.82, 4.09], [2.28, -1.49, 3.39], [2.30, -0.27, 4.38], [3.78, -0.17, 4.80], [2.05, 1.02, 3.59], [1.22, -0.52, 5.42], [1.19, 0.55, 6.34], [-0.82, -2.06, 6.18], [-0.02, -3.01, 7.35], [-0.35, -1.23, 7.63], [3.30, -1.65, 6.70], [2.12, -1.02, 7.87], [2.28, -2.82, 7.71], [1.45, -3.83, 5.72], [0.46, -2.96, 4.58], [3.46, -2.77, 4.63], [2.51, -3.72, 3.48], [1.46, -1.40, 2.67], [3.14, -1.21, 2.74], [4.28, 0.01, 3.84], [4.22, -1.04, 5.21], [3.87, 0.74, 5.39], [0.93, 1.01, 3.39], [2.81, 1.09, 2.76], [2.16, 1.89, 4.22], [0.56, 1.18, 5.94], [5.27, 2.12, -0.44], [5.55, 2.86, 0.74], [6.65, 2.31, 1.46], [6.23, 1.86, 2.82], [5.49, 3.04, 3.53], [7.26, 1.22, 3.59], [6.22, 2.19, -1.04], [4.47, 2.68, -0.93], [5.00, 1.08, -0.40], [7.03, 1.41, 0.82], [7.48, 3.01, 1.47], [5.48, 1.12, 2.63], [6.18, 3.93, 3.56], [5.19, 2.83, 4.51], [4.60, 3.31, 2.93], [7.84, 1.97, 4.03], [6.84, 0.70, 4.31], [0.54, 5.25, 3.97], [0.39, 4.57, 5.23], [1.67, 4.43, 5.88], [1.33, 3.93, 7.31], [0.98, 5.05, 8.21], [2.43, 3.15, 7.85], [0.87, 6.31, 4.08], [-0.31, 5.18, 3.30], [1.35, 4.81, 3.39], [2.30, 3.71, 5.36], [2.17, 5.35, 5.79], [0.37, 3.38, 7.25], [1.88, 5.71, 8.48], [0.65, 4.68, 9.18], [0.11, 5.62, 7.84], [2.38, 2.19, 7.53], [2.31, 3.15, 8.89], [1.84, 2.69, -1.06], [0.70, 1.97, -0.64], [1.16, 0.58, -0.16], [0.13, -0.23, 0.39], [1.68, 3.68, -0.96], [0.35, 2.55, 0.20], [-0.05, 1.79, -1.37], [1.83, 0.77, 0.67], [1.59, 0.14, -1.09], [-0.49, -0.59, -0.28]], "e_lumo_ev": 0.50, "smiles": "CC1(C)CCCC(C)(C)N1O.CC1(C)CCCC(C)(C)N1O.CC1(C)CCCC(C)(C)N1O.CC1(C)CCCC(C)(C)N1O.CC1(C)CCCC(C)(C)N1O.CC1(C)CCCC(C)(C)N1O.CC1(C)CCCC(C)(C)N1O.CC1(C)CCCC(C)(C)N1O.CC1(C)CCCC(C)(C)N1O.COC[C@H](C)N.COC[C@H](C)N.OCCO", "multiplicity": 1}